A molecular structure, C15H23ClHfN2O at a distorted geometry, computed with the ωB97M-V functional and the def2-TZVPD basis.

Calculated values
HOMO = -14.8 eV
total energy = -34770.5913 eV
orbital gap = 6.6 eV

ORCA input file:
```
! wB97M-V def2-TZVPD RIJCOSX def2/J DEFGRID3
* xyz 2 1
C -4.126 5.308 -1.030
C -5.498 4.792 -1.518
C -4.313 6.106 0.278
C -3.510 6.226 -2.108
Cl -3.052 3.939 -0.737
H -4.984 6.978 0.137
H -3.342 6.474 0.629
H -4.749 5.458 1.048
H -6.205 5.623 -1.715
H -5.939 4.138 -0.756
H -5.370 4.223 -2.447
H -4.155 7.101 -2.323
H -3.373 5.663 -3.040
H -2.534 6.593 -1.767
C -0.669 -1.913 1.430
C -0.576 -0.748 2.253
C -1.613 0.138 1.851
H 0.102 -0.621 3.108
C -2.335 -0.481 0.769
C -1.743 -1.738 0.503
H -2.054 -2.478 -0.259
H -0.070 -2.816 1.539
H -1.876 1.088 2.336
H -3.214 -0.050 0.259
C 2.081 0.613 -1.271
C 2.509 0.056 -0.023
C 2.028 0.877 1.045
H 3.120 -0.832 0.098
C 1.373 1.988 0.452
C 1.410 1.820 -0.984
H 0.999 2.519 -1.721
H 2.286 0.180 -2.268
H 2.252 0.730 2.108
H 0.986 2.863 0.979
Hf 0.059 -0.055 0.046
N 2.475 -3.046 1.243
C 1.886 -2.723 0.116
N 2.076 -3.419 -1.017
O 1.080 -1.695 0.006
H 3.058 -3.865 1.308
H 2.343 -2.496 2.087
H 1.626 -3.120 -1.858
H 2.641 -4.231 -1.010
*
```